No. 1
The following is a DFT calculation (ωB97M-V/def2-TZVPD) of a molecular structure, C31H47ClN4O9PSeY at a distorted geometry.

Results
Maximum force in eV Å⁻¹: 3.43
Energy relative to the best compared isomer or geometry (same formula, charge and spin) in kcal per mole: 55.3
Gap between HOMO and LUMO in eV: 6.274
Highest occupied orbital energy in hartree: -0.097

```
! RIJCOSX wB97M-V def2-TZVPD def2/J DEFGRID3
* xyz -2 1
Y -2.509 -0.135 1.759
O -5.176 3.034 2.164
C -4.025 2.672 2.026
O -3.525 1.596 2.561
C -3.054 3.447 1.081
C -1.645 3.375 1.575
C -0.790 4.502 1.007
C -0.659 4.036 -0.444
C -1.364 2.646 -0.418
O -1.087 2.189 0.946
C -2.836 2.822 -0.416
C -3.575 1.491 -0.719
O -4.644 1.469 -1.343
O -2.991 0.431 -0.263
H -3.355 4.525 1.051
H -1.688 3.227 2.667
H -1.259 5.483 1.115
H 0.199 4.523 1.595
H -1.182 4.604 -1.230
H 0.376 4.008 -0.769
H -0.998 1.860 -1.109
H -3.172 3.583 -1.124
N -0.180 -0.656 0.766
N 0.701 -1.042 1.811
C 0.263 -0.659 3.148
O 1.178 -0.569 3.959
O -1.010 -0.497 3.195
H -0.054 -1.198 -0.067
H 0.025 0.274 0.536
H 1.649 -0.638 1.693
O 0.754 -4.930 -0.137
C 0.424 -4.034 -1.093
O 1.209 -3.309 -1.615
C -1.091 -4.034 -1.360
N -1.696 -5.207 -0.689
C -2.120 -6.131 -1.780
C -1.508 -5.577 -3.070
C -1.545 -4.130 -2.758
H -1.416 -3.010 -0.922
H -2.547 -4.915 -0.246
H -0.061 -5.457 0.047
H -3.227 -6.186 -1.763
H -1.791 -7.191 -1.600
H -2.121 -5.810 -3.937
H -0.500 -5.948 -3.276
H -2.631 -3.777 -2.778
H -0.921 -3.422 -3.394
Se 3.116 4.718 2.107
C 3.993 5.283 0.574
N 4.574 5.682 -0.334
Cl -4.310 -3.393 0.696
C -5.541 -2.083 0.776
C -6.497 -2.034 -0.273
C -7.534 -1.139 -0.162
C -7.545 -0.268 0.960
C -6.544 -0.216 1.852
C -5.449 -1.182 1.807
C -4.445 -1.336 2.841
H -6.408 -2.785 -1.057
H -8.424 -1.298 -0.793
H -8.440 0.374 1.179
H -6.588 0.567 2.609
H -4.439 -2.405 3.067
H -4.813 -0.817 3.713
C 4.436 -1.824 -1.248
C 5.112 -0.612 -0.733
C 5.914 -0.007 -1.906
P 3.935 0.491 0.201
C 3.071 1.576 -0.997
C 2.107 0.807 -1.948
C 3.761 2.661 -1.803
C 5.057 1.543 1.232
C 6.385 2.074 0.641
C 5.298 0.947 2.628
H 5.118 -2.613 -1.670
H 3.740 -1.619 -2.049
H 3.842 -2.331 -0.422
H 5.775 -0.947 0.124
H 5.237 0.215 -2.742
H 6.683 -0.697 -2.231
H 6.375 0.912 -1.616
H 2.469 2.069 -0.223
H 2.544 0.653 -2.925
H 1.198 1.457 -2.115
H 1.893 -0.204 -1.696
H 4.288 2.187 -2.639
H 4.460 3.376 -1.322
H 2.972 3.302 -2.260
H 4.464 2.466 1.352
H 7.110 1.280 0.403
H 6.877 2.688 1.355
H 6.227 2.707 -0.219
H 6.052 0.075 2.592
H 4.366 0.616 3.046
H 5.707 1.756 3.247
*
```


No. 2
The following is a DFT calculation (ωB97M-V/def2-TZVPD) of 2 unconnected molecules or ions with the total composition C5H12NOS at a distorted geometry.

Results
Maximum force in eV Å⁻¹: 6.26
Energy relative to the best compared isomer or geometry (same formula, charge and spin) in kcal per mole: 48.6
Gap between HOMO and LUMO in eV: 9.866
Highest occupied orbital energy in hartree: -0.479

```
! RIJCOSX wB97M-V def2-TZVPD def2/J DEFGRID3
* xyz 1 1
C -1.723 -0.264 -0.025
C -2.349 0.870 0.556
C 0.684 1.264 -0.934
C 0.232 -0.775 0.683
C 1.043 0.505 0.352
N 0.617 -2.013 0.019
O -1.849 -1.012 -0.952
S 2.842 -0.229 0.117
H -3.014 0.472 1.340
H -3.087 1.516 -0.055
H -1.498 1.371 0.992
H 1.463 1.831 -1.312
H -0.019 2.121 -0.726
H 0.377 0.544 -1.700
H 0.218 -0.790 1.806
H 0.993 1.227 1.142
H 0.513 -2.794 0.766
H 1.722 -1.740 -0.134
H 0.103 -2.220 -0.793
H 2.731 0.114 -1.142
*
```


No. 3
The following is a DFT calculation (ωB97M-V/def2-TZVPD) of 2 unconnected molecules or ions with the total composition C18H26F3N3O3 at a distorted geometry.

Results
Maximum force in eV Å⁻¹: 3.84
Energy relative to the best compared isomer or geometry (same formula, charge and spin) in kcal per mole: 56.1
Gap between HOMO and LUMO in eV: 3.742
Highest occupied orbital energy in hartree: -0.192

```
! RIJCOSX wB97M-V def2-TZVPD def2/J DEFGRID3
* xyz 0 1
C -0.421 3.414 2.762
C -1.223 3.197 1.422
C -1.330 1.702 0.957
O -0.124 1.199 0.311
N 0.261 0.018 0.827
C 0.809 -0.074 2.131
C 1.049 -1.479 2.339
C 1.607 -1.936 3.692
C 2.318 -3.188 3.959
C 2.766 -3.494 5.334
C 2.556 -2.578 6.461
C 1.839 -1.321 6.199
C 1.373 -1.023 4.842
N 0.670 -2.196 1.178
C 0.773 -3.651 0.992
C 0.196 -1.234 0.296
C -0.389 -1.498 -1.133
N -1.862 -1.748 -0.955
H -0.719 4.416 3.193
H 0.679 3.512 2.532
H -0.641 2.660 3.563
H -2.282 3.566 1.563
H -0.779 3.810 0.595
H -2.158 1.655 0.190
H -1.670 1.094 1.837
H 0.978 0.795 2.797
H 2.500 -3.923 3.146
H 3.288 -4.456 5.538
H 2.876 -2.797 7.507
H 1.636 -0.573 7.000
H 0.808 -0.065 4.718
H 1.770 -4.064 1.285
H -0.054 -4.140 1.579
H 0.604 -3.916 -0.086
H -0.199 -0.580 -1.748
H 0.129 -2.378 -1.595
H -2.101 -2.669 -1.323
H -2.045 -1.722 0.051
C -1.088 2.476 -4.028
C -1.209 0.992 -4.341
O -1.733 0.715 -5.614
C -0.834 0.796 -6.771
O 0.255 0.100 -6.583
C -0.552 2.269 -7.228
F -1.662 3.053 -7.094
F -0.235 2.321 -8.542
F 0.438 2.902 -6.566
H -1.950 3.030 -4.403
H -1.009 2.630 -2.945
H -0.192 2.904 -4.473
H -1.937 0.567 -3.636
H -0.266 0.463 -4.154
H -1.515 0.447 -7.575
*
```


No. 4
The following is a DFT calculation (ωB97M-V/def2-TZVPD) of a molecular structure, C34H46N8OS at a distorted geometry.

Results
Maximum force in eV Å⁻¹: 12.25
Energy relative to the best compared isomer or geometry (same formula, charge and spin) in kcal per mole: 1331.7
Gap between HOMO and LUMO in eV: 4.930
Highest occupied orbital energy in hartree: -0.162

```
! RIJCOSX wB97M-V def2-TZVPD def2/J DEFGRID3
* xyz 0 1
C -0.463 -0.813 3.031
S 1.314 -0.347 3.386
O 1.712 0.708 2.356
C 0.960 0.694 4.920
H -1.038 0.109 2.940
H -0.915 -1.374 3.849
H -0.600 -1.403 2.125
H 0.355 0.206 5.684
H 0.491 1.587 4.508
H 1.857 1.097 5.392
N 0.919 3.511 -2.472
C 1.143 3.824 -1.147
C 0.193 3.217 -0.363
C -0.635 2.434 -1.191
C -0.255 2.763 -2.500
H 1.339 4.023 -3.234
H 1.807 4.653 -0.949
H 0.240 3.285 0.714
H -1.412 1.725 -0.946
H -0.532 2.458 -3.498
N -2.074 -4.527 1.021
C -1.737 -3.195 1.017
C -0.454 -3.021 1.441
C 0.037 -4.240 1.870
C -0.969 -5.141 1.574
H -2.930 -4.936 0.674
H -2.383 -2.530 0.463
H 0.118 -2.106 1.494
H 0.968 -4.441 2.379
H -1.146 -6.188 1.770
N 1.665 1.517 -0.436
C 2.451 2.618 -0.593
C 3.368 2.651 0.429
C 3.057 1.592 1.285
C 2.035 0.822 0.699
H 0.983 1.093 -1.049
H 2.199 3.148 -1.500
H 4.070 3.464 0.536
H 3.706 1.420 2.131
H 1.486 -0.077 0.940
N 3.751 -1.441 0.510
C 2.851 -0.954 1.462
C 1.886 -1.888 1.805
C 2.160 -2.991 0.953
C 3.373 -2.732 0.264
H 4.598 -0.966 0.233
H 2.960 0.038 1.875
H 1.091 -1.773 2.526
H 1.622 -3.927 0.984
H 4.059 -3.282 -0.364
N -2.808 2.304 2.354
C -2.612 3.567 1.912
C -1.374 3.706 1.343
C -0.665 2.568 1.593
C -1.583 1.657 2.227
H -3.646 1.889 2.736
H -3.516 4.151 1.826
H -0.948 4.584 0.881
H 0.403 2.482 1.458
H -1.430 0.695 2.692
N -2.277 2.246 -3.846
C -2.114 1.500 -2.668
C -1.435 0.367 -2.993
C -1.400 0.301 -4.427
C -1.841 1.573 -4.889
H -2.551 3.218 -3.812
H -2.426 1.977 -1.750
H -1.253 -0.437 -2.295
H -0.945 -0.536 -4.935
H -1.870 2.082 -5.842
N -0.742 -0.979 -1.194
C -0.974 0.296 -0.839
C -0.294 0.596 0.340
C 0.417 -0.524 0.694
C 0.134 -1.550 -0.244
H -1.121 -1.505 -1.969
H -1.602 0.882 -1.494
H -0.241 1.477 0.963
H 0.954 -0.594 1.629
H 0.407 -2.586 -0.385
N -0.200 -2.827 -3.605
C -1.231 -1.868 -3.681
C -2.009 -1.954 -2.545
C -1.355 -2.895 -1.752
C -0.335 -3.505 -2.464
H 0.546 -2.865 -4.284
H -1.288 -1.194 -4.523
H -2.847 -1.320 -2.298
H -1.625 -3.111 -0.728
H 0.417 -4.229 -2.185
*
```


No. 5
The following is a DFT calculation (ωB97M-V/def2-TZVPD) of 2 unconnected molecules or ions with the total composition C4H12NO2S at a distorted geometry.

Results
Maximum force in eV Å⁻¹: 4.26
Energy relative to the best compared isomer or geometry (same formula, charge and spin) in kcal per mole: 113.7
Gap between HOMO and LUMO (alpha / beta) in eV: 7.093 / 8.537
Highest occupied orbital energy (alpha / beta) in hartree: -0.418 / -0.439

```
! RIJCOSX wB97M-V def2-TZVPD def2/J DEFGRID3
* xyz 1 1
C 1.023 -0.950 1.217
C -1.658 -0.522 -1.186
C -0.784 0.751 -1.315
C 1.351 0.116 0.230
N 1.336 1.522 0.796
O -2.178 -0.527 0.128
O -1.238 1.858 -0.761
S 2.512 -0.228 -1.001
H 1.408 -0.748 2.264
H -0.102 -1.088 1.310
H 1.375 -1.900 0.821
H -2.554 -0.262 -1.919
H -1.166 -1.420 -1.452
H -0.188 0.781 -2.130
H 2.235 2.072 0.720
H 0.924 1.587 1.659
H 0.633 2.184 0.438
H -2.527 -1.448 0.215
H -1.687 1.551 -0.020
H 3.276 -1.033 -0.319
*
```


No. 6
The following is a DFT calculation (ωB97M-V/def2-TZVPD) of a gas-phase ion, C6H16N2 (charge -1) at a distorted geometry.

Results
Maximum force in eV Å⁻¹: 4.15
Energy relative to the best compared isomer or geometry (same formula, charge and spin) in kcal per mole: 45.1
Gap between HOMO and LUMO (alpha / beta) in eV: 1.692 / 9.693
Highest occupied orbital energy (alpha / beta) in hartree: 0.064 / -0.209

```
! RIJCOSX wB97M-V def2-TZVPD def2/J DEFGRID3
* xyz -1 2
C 0.986 -0.305 -0.321
N 0.111 -0.778 0.942
C 0.588 -2.158 1.248
C -0.173 -2.657 2.443
C 0.427 0.998 -0.720
N 1.333 1.576 -1.687
C -1.671 2.372 -1.242
C -1.034 0.971 -1.111
H 0.752 -0.998 -1.037
H 2.048 -0.400 -0.191
H 0.581 -0.236 1.753
H 0.731 -2.864 0.433
H 1.681 -2.012 1.556
H -0.116 -3.667 2.701
H -0.018 -2.090 3.307
H -1.261 -2.303 2.219
H 0.453 1.603 0.167
H 1.402 1.233 -2.601
H 1.299 2.617 -1.666
H -1.153 2.856 -2.045
H -2.736 2.265 -1.313
H -1.580 2.997 -0.407
H -1.064 0.551 -2.055
H -1.584 0.428 -0.374
*
```


No. 7
The following is a DFT calculation (ωB97M-V/def2-TZVPD) of a molecular structure, C14H10BeF3N3O2 at a distorted geometry.

Results
Maximum force in eV Å⁻¹: 3.06
Energy relative to the best compared isomer or geometry (same formula, charge and spin) in kcal per mole: 0.0
Gap between HOMO and LUMO in eV: 7.052
Highest occupied orbital energy in hartree: -0.303

```
! RIJCOSX wB97M-V def2-TZVPD def2/J DEFGRID3
* xyz 0 1
Be 0.789 0.247 -0.706
O -3.170 0.724 -1.558
C -3.595 0.008 -0.525
C -4.991 -0.134 -0.355
C -5.453 -0.841 0.792
C -4.562 -1.557 1.560
C -3.215 -1.402 1.383
C -2.669 -0.627 0.373
C -1.210 -0.373 0.284
O -0.780 0.540 -0.519
N -0.452 -1.116 1.068
N 0.805 -0.680 0.709
C 1.853 -0.720 1.412
C 3.009 0.025 0.871
C 4.313 -0.044 1.324
C 5.230 0.797 0.702
C 4.815 1.596 -0.310
C 3.496 1.614 -0.691
N 2.600 0.867 -0.113
H -2.210 0.814 -1.414
H -5.640 0.320 -1.084
H -6.511 -0.961 0.910
H -4.928 -2.187 2.378
H -2.477 -1.888 2.037
H 2.000 -1.169 2.438
H 4.487 -0.814 2.072
H 6.311 0.841 1.090
H 5.496 2.264 -0.868
H 3.087 2.287 -1.453
F 1.351 1.601 -2.933
C 0.868 0.321 -2.511
F -0.333 0.243 -3.247
F 1.686 -0.596 -3.116
*
```


No. 8
The following is a DFT calculation (ωB97M-V/def2-TZVPD) of a molecular structure, C4H8O2.

Results
Maximum force in eV Å⁻¹: 0.55
Energy relative to the best compared isomer or geometry (same formula, charge and spin) in kcal per mole: 73.1
Gap between HOMO and LUMO in eV: 10.807
Highest occupied orbital energy in hartree: -0.365

```
! RIJCOSX wB97M-V def2-TZVPD def2/J DEFGRID3
* xyz 0 1
O 2.204 0.686 -0.388
C 1.128 0.259 -0.731
C -0.128 0.333 0.092
C -1.340 0.852 -0.709
O -1.912 -0.456 -0.801
C -0.936 -0.980 0.105
H 2.445 -0.290 1.773
H 2.363 -0.713 2.380
H 1.001 -0.232 -1.722
H 0.073 0.806 1.055
H -1.974 1.545 -0.143
H -1.126 1.277 -1.697
H -1.367 -1.218 1.085
H -0.430 -1.867 -0.298
*
```